Here is a cluster of 3 separate species, C5H8O2 in total from OMol25. Energies are from ωB97M-V/def2-TZVPD.

Values from the calculation:
- Largest force on an atom: 0.568 eV/Å
- HOMO-LUMO gap: 9.73 eV
- SMILES: C1=CC1.C=O.C=O
- Charge: 0
- E_HOMO: -9.17 eV

Each atom is followed by the atoms it is bonded to, with distances in Å.
Atoms and positions in Å:
1 C -1.69 -0.50 -0.51  C2 1.292, C3 1.500, H4 1.078
2 C -1.38 -1.29 0.46  C1 1.292, C3 1.497, H5 1.078
3 C -1.79 0.09 0.87  C1 1.500, C2 1.497, H6 1.097, H7 1.094
4 H -1.79 -0.29 -1.57  C1 1.078
5 H -1.01 -2.24 0.81  C2 1.078
6 H -1.03 0.79 1.22  C3 1.097
7 H -2.77 0.25 1.32  C3 1.094
8 C 0.96 1.79 -0.66  O9 1.205, H10 1.105, H11 1.108
9 O 0.41 1.27 -1.60  C8 1.205
10 H 0.41 2.34 0.13  C8 1.105
11 H 2.06 1.74 -0.53  C8 1.108
12 C 1.91 -0.99 0.01  O13 1.206, H14 1.105, H15 1.109
13 O 1.48 -1.02 1.13  C12 1.206
14 H 1.30 -1.30 -0.86  C12 1.105
15 H 2.93 -0.64 -0.21  C12 1.109

natural (NBO) population analysis, charges in e, atoms 1 to 2: -0.189 -0.179